Record 1
{"formula": "C21H33NO", "method": "ωB97M-V/def2-TZVPD", "smiles": "OCC1(Cc2ccccc2)CCN(CCCC2CCCC2)CC1", "spin_multiplicity": 1, "total_charge": 0, "orbital_gap_ev": 9.2119, "symbols": ["O", "H", "C", "C", "C", "C", "N", "C", "C", "H", "H", "H", "H", "C", "C", "C", "C", "C", "H", "C", "H", "H", "C", "H", "H", "C", "H", "H", "H", "H", "H", "H", "H", "H", "H", "H", "H", "H", "H", "H", "C", "C", "C", "C", "C", "C", "C", "H", "H", "H", "H", "H", "H", "H", "H", "H"], "xyz": [[-4.449665, -2.809277, -0.199258], [-5.165020, -2.169122, -0.277981], [-3.344745, -2.350744, -0.937550], [-2.727264, -1.034934, -0.412947], [-1.476513, -0.685958, -1.226644], [-0.302258, -1.616523, -0.937262], [0.018337, -1.592190, 0.474984], [-1.106380, -2.086500, 1.245050], [-2.318848, -1.178764, 1.056896], [-3.154952, -1.581788, 1.631629], [-2.062767, -0.192627, 1.445959], [-0.827482, -2.079191, 2.302297], [-1.362401, -3.126279, 0.973737], [1.258618, -2.282045, 0.781749], [2.485762, -1.440288, 0.424937], [2.457715, -0.106298, 1.168079], [3.516727, 0.914154, 0.734514], [4.957326, 0.365212, 0.770042], [5.620031, 1.098683, 1.232609], [5.357290, 0.178699, -0.691588], [4.959967, -0.760920, -1.076930], [6.437990, 0.177672, -0.831119], [4.676050, 1.355258, -1.382380], [4.601934, 1.226282, -2.461828], [5.238337, 2.269806, -1.185214], [3.305517, 1.424249, -0.706497], [2.899425, 2.435174, -0.718734], [2.598554, 0.782883, -1.231839], [5.030934, -0.556506, 1.344187], [3.438744, 1.756030, 1.429270], [2.579443, -0.302337, 2.236354], [1.468876, 0.334171, 1.026177], [3.376828, -2.010762, 0.691994], [2.514205, -1.271988, -0.651042], [1.317519, -3.259628, 0.268638], [1.274963, -2.472146, 1.858245], [0.563869, -1.263453, -1.500242], [-0.524664, -2.644006, -1.282731], [-1.165467, 0.325489, -0.961785], [-1.702772, -0.711216, -2.295269], [-3.799838, 0.076031, -0.570699], [-3.348231, 1.451016, -0.171520], [-2.761667, 2.305368, -1.098411], [-2.332779, 3.567254, -0.727393], [-2.490331, 3.999160, 0.578201], [-3.090999, 3.165613, 1.505544], [-3.518772, 1.904032, 1.131734], [-4.000082, 1.266643, 1.860018], [-3.230767, 3.500032, 2.523286], [-2.155508, 4.983870, 0.869027], [-1.877120, 4.216583, -1.460858], [-2.647076, 1.982409, -2.123469], [-4.114720, 0.095445, -1.618027], [-4.662755, -0.190519, 0.045733], [-2.616398, -3.159770, -0.875165], [-3.616715, -2.221459, -1.996509]], "forces_ev_per_a": [[-0.43, -0.01, 0.27], [0.03, -0.09, -0.01], [0.44, 0.22, -0.20], [-0.16, -0.06, 0.00], [0.00, -0.25, 0.08], [-0.02, 0.20, -0.14], [-0.07, -0.16, 0.04], [-0.17, 0.17, 0.14], [0.07, -0.22, -0.07], [-0.06, 0.07, 0.04], [0.01, -0.01, 0.07], [-0.01, -0.08, -0.05], [0.05, -0.02, 0.04], [0.19, 0.02, -0.12], [-0.24, 0.08, 0.24], [0.17, 0.10, -0.18], [-0.15, -0.04, 0.23], [0.02, 0.01, -0.02], [0.05, -0.02, 0.04], [0.13, 0.12, 0.04], [-0.01, -0.08, -0.05], [0.04, -0.09, -0.05], [-0.06, -0.10, -0.11], [0.05, 0.08, -0.06], [0.04, 0.05, -0.03], [0.07, 0.16, 0.03], [-0.10, 0.00, -0.03], [-0.10, -0.03, -0.07], [0.05, -0.04, 0.12], [0.01, -0.03, -0.05], [-0.07, -0.02, 0.10], [-0.02, 0.02, 0.09], [0.08, -0.03, -0.09], [0.08, -0.05, -0.11], [-0.05, 0.02, 0.09], [-0.01, -0.05, -0.02], [-0.02, -0.07, -0.04], [0.10, 0.02, 0.03], [0.03, 0.00, -0.08], [-0.03, 0.07, -0.10], [0.24, -0.17, 0.03], [-0.17, 0.02, -0.02], [-0.05, 0.02, 0.03], [0.06, 0.07, -0.06], [0.03, 0.09, 0.03], [0.01, 0.05, 0.10], [-0.01, 0.03, -0.04], [-0.04, -0.09, 0.06], [-0.01, 0.03, 0.08], [0.02, 0.08, 0.02], [0.03, 0.05, -0.06], [0.01, -0.06, -0.10], [-0.08, -0.03, -0.02], [-0.07, 0.00, -0.05], [0.00, 0.06, -0.10], [0.10, 0.01, 0.05]], "nbo_charge": [-0.715, 0.463, -0.060, -0.055, -0.411, -0.219, -0.452, -0.212, -0.417, 0.221, 0.217, 0.202, 0.159, -0.207, -0.402, -0.399, -0.214, -0.407, 0.202, -0.402, 0.194, 0.208, -0.400, 0.207, 0.194, -0.405, 0.211, 0.194, 0.205, 0.204, 0.196, 0.223, 0.204, 0.191, 0.167, 0.194, 0.203, 0.157, 0.225, 0.205, -0.419, -0.030, -0.211, -0.207, -0.218, -0.225, -0.159, 0.201, 0.212, 0.213, 0.212, 0.209, 0.212, 0.202, 0.183, 0.157]}

Record 2
{"formula": "C21H34AsClO2ReS3Si", "method": "ωB97M-V/def2-TZVPD", "spin_multiplicity": 2, "total_charge": 2, "orbital_gap_ev": [5.1338, 5.3857], "s2": 0.853, "symbols": ["Re", "C", "C", "S", "C", "C", "S", "C", "C", "S", "H", "H", "H", "H", "H", "H", "H", "H", "H", "H", "H", "H", "Cl", "C", "C", "C", "C", "O", "C", "C", "O", "C", "H", "H", "H", "H", "C", "Si", "C", "C", "C", "C", "H", "H", "H", "H", "H", "H", "H", "H", "H", "C", "As", "C", "C", "H", "H", "H", "H", "H", "H", "H", "H", "H"], "xyz": [[0.031489, -0.299551, -0.200927], [-3.211777, -1.202715, 0.280607], [-3.226780, 0.099746, 1.061300], [-1.823386, 1.215493, 0.619450], [-1.063962, 1.648589, 2.226534], [-0.512744, 0.505765, 3.053332], [0.643017, -0.612311, 2.141441], [-0.038924, -2.265628, 2.575549], [-1.443943, -2.537730, 2.078147], [-1.623854, -2.102426, 0.293779], [-3.977941, -1.880516, 0.662397], [-3.399753, -1.030749, -0.782465], [-4.134051, 0.652765, 0.811217], [-3.212962, -0.059118, 2.138600], [-0.263931, 2.328171, 1.923561], [-1.804655, 2.201789, 2.804256], [0.078241, 0.920007, 3.871246], [-1.301727, -0.112757, 3.477229], [0.675278, -2.959715, 2.124836], [0.021438, -2.352935, 3.661066], [-1.640158, -3.608074, 2.163140], [-2.200366, -2.006664, 2.655679], [-2.011797, 0.369976, -7.643990], [-1.581635, 0.305229, -5.992325], [-1.352988, 1.501056, -5.287181], [-1.018917, 1.467996, -3.963159], [-0.889621, 0.235205, -3.259390], [-0.601307, 0.244298, -2.021079], [-1.131537, -0.978859, -3.994111], [-0.952661, -2.253754, -3.338662], [-0.472536, -2.402975, -2.225093], [-1.477157, -0.915113, -5.341045], [-1.449826, 2.444590, -5.803126], [-0.847134, 2.372943, -3.402124], [-1.275583, -3.135435, -3.911130], [-1.658843, -1.830078, -5.883959], [3.824206, 4.177122, -1.312189], [2.841611, 3.938678, 0.302564], [3.893013, 3.816275, 1.882772], [1.620609, 5.402285, 0.501208], [1.873192, 2.355153, 0.091091], [1.273923, 1.312972, -0.116216], [4.406185, 5.091588, -1.261265], [3.161039, 4.248224, -2.168283], [4.507922, 3.351807, -1.481158], [4.504893, 4.708895, 1.973990], [4.559639, 2.960522, 1.868397], [3.282464, 3.748912, 2.778023], [2.179497, 6.331323, 0.543538], [1.047642, 5.315940, 1.417788], [0.933399, 5.459762, -0.334742], [3.637124, -1.294940, -0.188709], [1.945706, -1.728212, -1.053140], [2.404787, -1.407316, -2.926395], [1.871371, -3.681599, -0.876835], [4.450589, -1.891708, -0.610869], [3.565189, -1.478204, 0.882931], [3.848249, -0.236737, -0.351908], [2.388987, -2.343962, -3.489056], [3.405381, -0.969917, -2.963371], [1.713278, -0.697309, -3.377526], [2.352732, -4.113219, -1.757251], [0.845819, -4.042028, -0.839875], [2.409112, -3.998857, 0.016714]], "forces_ev_per_a": [[-0.88, 1.57, -3.54], [0.20, 0.03, 0.08], [0.23, 0.23, -0.07], [0.46, -0.33, 0.22], [-0.14, 0.10, -0.28], [0.18, -0.04, -0.04], [-0.42, -0.32, -0.02], [0.27, 0.29, -0.16], [0.00, 0.10, -0.30], [0.00, -0.05, 0.86], [0.01, 0.01, -0.10], [-0.04, -0.03, 0.07], [0.04, -0.04, 0.10], [-0.01, -0.02, 0.00], [-0.12, 0.03, 0.06], [0.07, 0.04, 0.05], [-0.10, -0.04, 0.05], [0.03, -0.05, 0.00], [-0.03, 0.04, 0.12], [0.03, -0.10, -0.02], [-0.07, 0.08, 0.01], [0.03, 0.01, -0.08], [-0.02, -0.03, -0.17], [0.05, 0.09, 0.48], [-0.10, -0.47, -0.54], [0.14, -0.72, 1.09], [-0.91, -0.15, -3.61], [1.27, -0.57, 4.55], [0.47, 1.20, 0.70], [-0.15, -0.24, -0.27], [-0.07, -0.25, -0.09], [-0.08, 0.19, -0.10], [0.00, 0.05, -0.05], [0.02, 0.17, 0.02], [0.01, -0.10, -0.05], [-0.04, -0.11, -0.10], [-0.34, -0.34, 0.81], [0.18, 1.28, -0.03], [-0.34, -0.19, -0.74], [0.56, -0.99, -0.10], [0.49, 0.54, 0.09], [-1.08, -1.33, 0.73], [0.09, 0.18, 0.06], [-0.18, 0.01, -0.09], [0.16, -0.14, -0.04], [0.08, 0.18, -0.04], [0.14, -0.16, -0.03], [-0.20, 0.00, 0.09], [0.14, 0.16, 0.01], [-0.14, 0.00, 0.21], [-0.15, 0.02, -0.19], [-0.08, 0.03, -0.04], [0.84, -0.29, 0.10], [-0.10, 0.15, 0.03], [-0.09, 0.20, -0.05], [-0.20, 0.00, 0.04], [0.05, -0.01, 0.00], [-0.07, -0.06, 0.03], [-0.02, 0.12, 0.16], [-0.11, -0.13, 0.06], [-0.03, -0.07, 0.02], [0.01, 0.05, 0.14], [0.01, 0.12, -0.03], [0.04, 0.10, -0.04]], "lowdin_spin": [0.786, -0.004, 0.001, 0.012, 0.004, 0.015, 0.013, -0.001, 0.000, 0.004, -0.001, 0.000, 0.000, 0.000, 0.000, 0.000, 0.000, 0.001, 0.000, 0.000, 0.000, 0.000, 0.011, 0.024, -0.006, 0.018, -0.006, 0.059, 0.016, 0.007, 0.028, 0.001, -0.001, 0.001, 0.001, 0.000, 0.003, 0.002, -0.003, 0.001, 0.011, -0.010, 0.000, 0.000, 0.000, 0.000, 0.000, 0.000, 0.000, 0.000, 0.000, 0.000, 0.010, 0.008, -0.002, 0.000, 0.000, 0.000, 0.001, 0.000, 0.000, 0.000, 0.000, 0.000]}

We obtain M values of 315.5; 739.4 g mol⁻¹ for the records listed above, in that order.
We obtain ΔE to the lowest compared entry with this formula, charge and spin values of 0.0; 30.8 kcal/mol for the records listed above, in that order.
We obtain DFT total energy values of -25850.6233; -142283.3498 eV for the records listed above, in that order.